1.
This record from the OMol25 dataset describes C4H9EuIN as an isolated structure in a non-equilibrium geometry. The level of theory is the ωB97M-V functional and the def2-TZVPD basis.

Output
net charge	+2
2S+1	7
calculated total energy	-1219.539392	a.u.
<S²>	12.014

Atoms and positions in Å:
N: -1.351 1.343 -0.487
C: -1.679 -0.057 -0.408
C: -0.776 -0.843 0.486
C: 0.639 -0.284 0.513
C: 1.247 -0.084 -0.831
I: 3.247 1.167 -0.552
H: -1.891 1.867 0.194
H: -1.646 1.698 -1.387
H: -2.710 -0.213 -0.132
H: -1.182 -0.747 1.492
H: -0.786 -1.903 0.280
H: 1.260 -1.004 1.065
H: 0.621 0.671 1.026
H: 1.536 -0.993 -1.338
H: 0.637 0.555 -1.437
Eu: 2.833 -1.173 1.515



2.
This record from the OMol25 dataset describes a 11-piece molecular cluster, C35H51NO29 overall in a non-equilibrium geometry. The level of theory is the ωB97M-V functional and the def2-TZVPD basis.

Output
net charge	0
SMILES string	CCOC(C)=O.O=C1OCCO1.O=C1OCCO1.O=C1OCCO1.O=C1OCCO1.O=C1OCCO1.O=C1OCCO1.O=C1OCCO1.O=C1OCCO1.O=C1OCCO1.CCCC#N
calculated total energy	-3600.859138	a.u.

Atoms and positions in Å:
C: -0.545 1.601 -0.017
C: 0.287 1.201 -1.290
O: -0.414 0.183 -2.006
C: -0.135 -1.078 -1.673
C: -1.145 -2.048 -2.271
O: 0.788 -1.450 -0.927
H: 0.113 2.254 0.556
H: -0.776 0.690 0.535
H: -1.453 2.142 -0.284
H: 0.493 2.070 -1.915
H: 1.311 1.009 -0.971
H: -1.094 -2.161 -3.354
H: -2.076 -1.689 -1.831
H: -0.964 -3.049 -1.880
O: -0.994 -9.010 3.009
C: -0.365 -8.841 2.018
O: -0.367 -9.622 0.950
C: 0.443 -9.097 -0.048
C: 0.636 -7.644 0.399
O: 0.391 -7.805 1.746
H: 1.370 -9.659 -0.156
H: 0.013 -9.039 -1.048
H: -0.120 -7.007 -0.059
H: 1.644 -7.302 0.165
O: -5.120 -1.810 -5.452
C: -4.272 -1.442 -6.240
O: -4.139 -0.227 -6.654
C: -2.981 -0.098 -7.557
C: -2.576 -1.453 -7.704
O: -3.418 -2.228 -6.834
H: -3.410 0.327 -8.465
H: -2.278 0.538 -7.019
H: -1.526 -1.546 -7.428
H: -2.805 -1.811 -8.708
O: 6.762 -7.043 -2.781
C: 5.975 -6.110 -2.458
O: 4.998 -5.773 -3.221
C: 4.255 -4.700 -2.651
C: 5.172 -4.280 -1.503
O: 5.969 -5.381 -1.286
H: 4.002 -3.825 -3.249
H: 3.314 -5.091 -2.264
H: 4.685 -4.078 -0.549
H: 5.921 -3.574 -1.863
O: 3.038 3.455 5.710
C: 3.807 3.748 4.786
O: 3.575 3.493 3.468
C: 4.789 3.663 2.734
C: 5.592 4.572 3.672
O: 4.934 4.491 4.921
H: 5.384 2.769 2.547
H: 4.623 4.224 1.814
H: 5.514 5.594 3.302
H: 6.637 4.264 3.717
O: 4.370 -0.766 2.338
C: 3.387 -1.069 3.066
O: 2.144 -0.726 2.845
C: 1.240 -1.317 3.734
C: 2.110 -2.017 4.735
O: 3.385 -2.007 4.065
H: 0.513 -0.635 4.175
H: 0.681 -2.039 3.138
H: 1.717 -2.945 5.151
H: 2.173 -1.263 5.520
O: -4.011 3.856 -4.249
C: -4.611 3.613 -3.275
O: -4.332 4.114 -2.099
C: -5.120 3.577 -1.083
C: -6.022 2.604 -1.847
O: -5.487 2.576 -3.097
H: -4.592 2.999 -0.325
H: -5.755 4.349 -0.648
H: -7.019 3.018 -1.994
H: -6.063 1.651 -1.319
O: 1.275 7.409 2.827
C: 0.996 7.373 1.614
O: 2.057 7.424 0.742
C: 1.640 6.792 -0.465
C: 0.177 6.907 -0.346
O: -0.045 6.962 1.055
H: 2.079 7.271 -1.340
H: 1.859 5.725 -0.442
H: -0.247 5.969 -0.704
H: -0.316 7.746 -0.838
O: 4.272 4.437 -4.315
C: 4.714 3.329 -3.877
O: 4.945 2.891 -2.646
C: 5.194 1.462 -2.640
C: 5.474 1.241 -4.102
O: 4.784 2.293 -4.733
H: 6.021 1.079 -2.043
H: 4.397 0.911 -2.140
H: 5.056 0.249 -4.278
H: 6.527 1.328 -4.370
O: -3.783 -1.292 2.044
C: -4.233 -2.412 2.247
O: -5.468 -2.664 2.857
C: -5.668 -4.047 2.884
C: -4.512 -4.647 2.075
O: -3.645 -3.588 1.967
H: -5.826 -4.508 3.859
H: -6.635 -4.212 2.409
H: -4.919 -5.041 1.144
H: -4.194 -5.446 2.744
C: -2.608 3.982 4.324
C: -3.059 2.618 5.013
C: -4.530 2.570 5.482
C: -5.494 2.400 4.321
N: -6.226 2.317 3.402
H: -2.740 4.784 5.051
H: -3.317 4.197 3.524
H: -1.580 3.990 3.964
H: -2.482 2.394 5.909
H: -2.795 1.765 4.388
H: -4.688 3.476 6.068
H: -4.628 1.674 6.095



3.
This record from the OMol25 dataset describes an isolated ion of composition C5H10N3O2 and charge +1 in a non-equilibrium geometry. The level of theory is the ωB97M-V functional and the def2-TZVPD basis.

Output
net charge	+1
SMILES string	CC1(C)C(=O)NC(=[NH2+])N1O
calculated total energy	-510.978097	a.u.

Atoms and positions in Å:
C: 1.105 0.935 1.169
C: -0.144 0.332 0.598
C: -1.091 -0.120 1.811
C: -0.886 1.293 -0.387
O: -1.626 2.221 -0.221
N: -0.649 0.733 -1.654
C: 0.023 -0.472 -1.565
N: 0.511 -1.100 -2.633
N: 0.160 -0.768 -0.263
O: 0.967 -1.863 0.157
H: 1.968 0.937 0.481
H: 1.519 0.371 2.119
H: 0.776 1.957 1.470
H: -0.710 -1.209 2.029
H: -2.236 -0.163 1.491
H: -0.987 0.496 2.692
H: -0.812 1.157 -2.492
H: 0.389 -0.753 -3.558
H: 1.125 -1.908 -2.295
H: 0.596 -2.076 1.052



4.
This record from the OMol25 dataset describes a 2-piece molecular cluster, C4H12N2O2 overall in a non-equilibrium geometry. The level of theory is the ωB97M-V functional and the def2-TZVPD basis.

Output
net charge	0
SMILES string	CNCCNC=O.O
calculated total energy	-419.582580	a.u.

Atoms and positions in Å:
C: 2.224 0.648 -2.017
N: 0.788 0.597 -1.764
C: 0.350 -0.539 -0.967
C: 0.601 -0.264 0.549
N: -0.567 -0.145 1.368
C: -1.197 -1.269 1.796
O: -0.809 -2.388 1.550
H: 2.700 1.497 -1.526
H: 2.683 -0.237 -1.580
H: 2.483 0.679 -3.072
H: 0.271 0.615 -2.635
H: -0.723 -0.594 -1.117
H: 0.969 -1.408 -1.206
H: 1.200 0.638 0.652
H: 1.351 -0.988 0.889
H: -0.783 0.795 1.652
H: -2.077 -1.029 2.407
O: -1.511 2.440 -0.001
H: -1.263 1.743 -0.621
H: -1.272 3.232 -0.491



5.
This record from the OMol25 dataset describes a 8-piece molecular cluster, C30H50O24 overall in a non-equilibrium geometry. The level of theory is the ωB97M-V functional and the def2-TZVPD basis.

Output
net charge	0
SMILES string	C[C@H]1COC(=O)O1.C[C@H]1COC(=O)O1.C[C@H]1COC(=O)O1.C[C@H]1COC(=O)O1.CCOC(=O)OC.CCOC(=O)OC.COC(=O)OC.O=C1OCCO1
calculated total energy	-2978.773172	a.u.

Atoms and positions in Å:
C: -6.566 -18.928 -1.151
C: -7.716 -19.387 -0.296
C: -8.426 -20.415 -1.111
O: -8.357 -21.640 -0.439
C: -7.587 -21.469 0.650
O: -7.416 -22.176 1.575
O: -7.079 -20.222 0.623
H: -5.918 -18.479 -0.398
H: -6.722 -18.108 -1.851
H: -5.971 -19.751 -1.546
H: -8.310 -18.519 -0.010
H: -8.253 -20.487 -2.184
H: -9.460 -20.137 -0.907
C: -15.554 -17.780 -10.214
C: -14.552 -18.838 -10.674
C: -14.973 -20.156 -11.394
O: -14.099 -20.181 -12.534
C: -13.456 -19.038 -12.664
O: -12.610 -18.773 -13.534
O: -13.718 -18.226 -11.683
H: -15.146 -16.984 -9.591
H: -16.394 -18.113 -9.603
H: -16.029 -17.285 -11.062
H: -13.954 -19.039 -9.784
H: -16.014 -20.251 -11.704
H: -14.733 -20.932 -10.667
C: -6.556 -12.831 -9.521
C: -6.416 -14.345 -9.884
C: -5.147 -14.986 -9.296
O: -5.552 -16.024 -8.414
C: -6.847 -16.199 -8.562
O: -7.565 -17.040 -8.045
O: -7.443 -15.144 -9.259
H: -5.843 -12.230 -10.085
H: -6.527 -12.498 -8.483
H: -7.549 -12.544 -9.864
H: -6.520 -14.617 -10.934
H: -4.433 -14.237 -8.953
H: -4.666 -15.628 -10.033
C: -5.925 -21.756 -17.922
C: -4.616 -21.143 -17.390
C: -4.674 -19.603 -17.161
O: -5.163 -19.497 -15.871
C: -4.915 -20.555 -15.234
O: -4.976 -20.667 -14.038
O: -4.523 -21.532 -16.066
H: -6.190 -21.381 -18.910
H: -6.863 -21.609 -17.386
H: -5.718 -22.825 -17.957
H: -3.710 -21.324 -17.968
H: -5.312 -19.056 -17.856
H: -3.673 -19.190 -17.282
C: -7.575 -8.835 4.013
C: -6.949 -9.779 3.004
O: -6.507 -9.090 1.887
C: -5.890 -9.775 0.870
O: -6.077 -10.971 0.584
O: -5.218 -8.849 0.192
C: -4.699 -9.117 -1.084
H: -8.367 -8.224 3.582
H: -6.856 -8.252 4.589
H: -7.992 -9.379 4.861
H: -7.720 -10.488 2.701
H: -6.082 -10.261 3.456
H: -3.887 -8.424 -1.305
H: -5.466 -8.913 -1.831
H: -4.518 -10.179 -1.249
C: -13.707 -8.112 -10.570
C: -14.064 -9.080 -9.445
O: -12.944 -9.210 -8.610
C: -13.126 -9.708 -7.356
O: -14.174 -10.258 -6.861
O: -12.046 -9.321 -6.665
C: -11.924 -9.549 -5.310
H: -14.546 -7.798 -11.190
H: -12.893 -8.541 -11.155
H: -13.223 -7.261 -10.089
H: -14.514 -10.062 -9.583
H: -14.900 -8.620 -8.918
H: -11.739 -10.579 -5.005
H: -12.826 -9.249 -4.775
H: -11.164 -8.855 -4.953
C: 1.145 -19.008 -11.751
O: 0.753 -20.065 -10.947
C: 1.434 -21.190 -10.862
O: 2.426 -21.546 -11.519
O: 0.937 -21.918 -9.843
C: -0.140 -21.675 -8.979
H: 1.879 -18.338 -11.304
H: 0.215 -18.466 -11.919
H: 1.450 -19.307 -12.754
H: -0.390 -20.614 -8.994
H: 0.131 -22.104 -8.014
H: -1.070 -22.000 -9.446
O: -6.713 -5.210 -12.444
C: -7.175 -4.423 -11.615
O: -6.978 -3.030 -11.725
C: -7.714 -2.485 -10.628
C: -8.125 -3.636 -9.689
O: -7.979 -4.710 -10.579
H: -7.008 -1.869 -10.071
H: -8.586 -1.979 -11.043
H: -9.173 -3.438 -9.466
H: -7.384 -3.702 -8.893



6.
This record from the OMol25 dataset describes C30H42AsClFeO8SSi as an isolated structure. The level of theory is the ωB97M-V functional and the def2-TZVPD basis.

Output
net charge	0
2S+1	5
calculated total energy	-6417.343708	a.u.
<S²>	6.404

Atoms and positions in Å:
Fe: -2.989 -0.782 0.059
C: -4.268 1.872 -1.439
C: -3.239 2.025 -0.323
C: -2.319 3.211 -0.601
C: -3.922 2.202 1.031
O: -2.418 0.859 -0.283
Si: 0.415 -1.518 -0.589
S: -1.578 -3.322 -1.543
O: 1.311 -1.645 -1.897
C: 1.726 -2.277 -3.121
C: 2.908 -1.450 -3.608
C: 0.595 -2.220 -4.135
C: 2.130 -3.708 -2.806
O: 0.814 -2.668 0.484
C: 0.559 -2.860 1.892
C: 0.540 -4.367 2.100
C: -0.785 -2.255 2.281
C: 1.695 -2.221 2.675
H: -4.907 2.755 -1.502
H: -4.909 1.006 -1.261
H: -3.764 1.741 -2.398
H: -2.862 4.151 -0.488
H: -1.913 3.163 -1.611
H: -1.487 3.198 0.103
H: -4.512 3.121 1.053
H: -3.171 2.255 1.821
H: -4.597 1.370 1.241
H: 2.592 -0.423 -3.798
H: 3.316 -1.872 -4.527
H: 3.694 -1.433 -2.851
H: 0.261 -1.190 -4.266
H: -0.248 -2.834 -3.824
H: 0.948 -2.594 -5.097
H: 2.929 -3.721 -2.064
H: 2.484 -4.209 -3.708
H: 1.279 -4.262 -2.408
H: -0.274 -4.818 1.533
H: 0.404 -4.604 3.156
H: 1.481 -4.800 1.762
H: -1.587 -2.704 1.696
H: -0.785 -1.166 2.143
H: -0.995 -2.448 3.333
H: 2.642 -2.709 2.443
H: 1.511 -2.309 3.747
H: 1.795 -1.165 2.425
O: -5.967 -3.201 -0.026
Cl: -5.001 -2.183 -0.047
O: -5.389 -0.980 0.664
O: -4.596 -1.781 -1.381
O: -3.728 -2.618 0.621
O: -1.273 -1.816 -0.954
As: 0.592 0.727 0.150
C: 2.513 0.696 0.578
C: 2.941 1.756 1.378
C: 4.276 1.886 1.739
C: 5.201 0.945 1.316
C: 4.786 -0.122 0.531
C: 3.454 -0.244 0.160
C: 0.758 1.420 -1.686
C: -0.223 1.143 -2.636
C: -0.123 1.655 -3.921
C: 0.954 2.457 -4.274
C: 1.928 2.743 -3.329
C: 1.831 2.226 -2.043
C: -0.172 2.384 2.991
C: -0.926 3.511 3.189
C: -1.549 3.643 4.431
C: -1.395 2.660 5.399
C: -0.614 1.538 5.147
C: 0.018 1.387 3.913
H: 2.219 2.482 1.735
H: 4.588 2.717 2.358
H: 6.242 1.040 1.598
H: 5.502 -0.864 0.202
H: 3.161 -1.081 -0.460
H: -1.083 0.540 -2.371
H: -0.894 1.428 -4.647
H: 1.032 2.857 -5.276
H: 2.772 3.369 -3.590
H: 2.611 2.451 -1.326
H: -1.046 4.271 2.427
H: -2.157 4.515 4.634
H: -1.886 2.768 6.357
H: -0.493 0.778 5.908
H: 0.634 0.522 3.708